Record 1
Molecular formula: C36H47N8STm
Method: DFT, the ωB97M-V functional and the def2-TZVPD basis

Geometry as XYZ:
```
93
Properties=species:S:1:pos:R:3:mulliken_charge:R:1
Tm 0.2891 -0.3876 0.4702 0.63
C 2.7309 -1.3015 2.7695 -1.03
C 3.2527 -1.5202 1.3674 -0.68
N 2.2160 -2.0838 0.4666 0.21
C 1.8604 -3.4762 0.8051 -1.68
C 0.5557 -3.6167 1.5571 0.70
C 0.1782 -4.8654 2.0194 -1.12
C -0.9954 -4.9885 2.7462 -1.01
C -1.7048 -3.8386 3.0513 -0.74
C -1.2558 -2.6182 2.5752 0.10
C -1.9777 -1.3641 2.9781 -1.66
N -1.2510 -0.1329 2.6395 0.01
C -0.4695 0.4085 3.7829 -1.19
C 0.8205 -0.3485 3.9908 -0.78
N 1.6291 -0.3240 2.7546 -0.01
N -0.1700 -2.5033 1.7852 1.72
H 2.3446 -2.2400 3.1870 0.29
H 3.5439 -0.9862 3.4302 0.61
H 3.5800 -0.5772 0.9142 0.22
H 4.1358 -2.1691 1.3917 0.60
H 2.6363 -2.0964 -0.4638 -0.19
H 1.8166 -4.0588 -0.1163 0.59
H 2.6545 -3.9352 1.4121 0.49
H 0.8021 -5.7267 1.8209 0.62
H -1.3319 -5.9538 3.1010 0.48
H -2.5747 -3.8820 3.6800 0.64
H -2.9532 -1.3379 2.4856 0.42
H -2.1962 -1.4090 4.0521 0.55
H -1.9368 0.5694 2.3657 0.34
H -0.2581 1.4571 3.5757 0.42
H -1.0667 0.3834 4.6991 0.54
H 1.3776 0.0809 4.8333 0.60
H 0.6411 -1.3938 4.2364 0.35
H 2.0383 0.6142 2.6828 0.48
C -1.8793 1.8576 -2.0331 -1.98
C -1.5791 0.4010 -1.7317 0.73
C -0.7087 -0.3319 -2.5531 1.58
C 0.0192 0.3641 -3.6753 -2.72
C -0.6447 -1.7347 -2.4104 0.36
C 0.0614 -2.6068 -3.4247 -1.83
C -1.4357 -2.3774 -1.4498 1.26
C -1.4756 -3.8850 -1.4172 -2.38
C -2.3374 -1.6479 -0.6573 1.24
C -3.4540 -2.4075 0.0242 -2.15
C -2.3583 -0.2466 -0.7487 1.31
C -3.3588 0.5863 0.0309 -2.49
H -1.4760 2.5319 -1.2742 0.12
H -2.9630 2.0042 -2.0579 0.45
H -1.5035 2.1611 -3.0049 0.55
H -0.6333 0.4731 -4.5368 0.53
H 0.8950 -0.1886 -3.9995 0.39
H 0.3573 1.3510 -3.3879 0.50
H 0.7508 -3.3100 -2.9580 0.29
H 0.6123 -2.0596 -4.1791 0.43
H -0.6726 -3.2188 -3.9493 0.44
H -2.1120 -4.2863 -2.2067 0.52
H -1.8507 -4.2799 -0.4753 0.40
H -0.4975 -4.3296 -1.5902 0.45
H -3.1285 -2.9947 0.8860 0.26
H -3.8773 -3.1261 -0.6800 0.45
H -4.2693 -1.7683 0.3390 0.51
H -4.2431 0.8008 -0.5771 0.56
H -2.9342 1.5419 0.3290 0.38
H -3.7109 0.0896 0.9268 0.52
S 0.1070 2.1518 1.1036 -0.43
C 0.8449 2.7845 -0.3489 -0.05
N 0.6061 4.0636 -0.7541 -0.77
N -0.0135 4.7486 0.1221 0.66
C -0.7906 5.9354 -0.0978 0.76
C -1.4199 6.4063 1.0368 -0.61
C -2.3200 7.4574 0.9193 -0.57
C -2.5633 8.0079 -0.3337 -0.53
C -1.8930 7.5341 -1.4458 -0.51
C -0.9850 6.4839 -1.3464 -0.29
N 1.6724 2.0790 -1.1705 -0.98
N 1.8005 0.8282 -0.9705 1.32
C 2.9317 0.3147 -1.7246 -0.05
C 4.0816 1.0812 -1.8347 -0.57
C 5.2017 0.5447 -2.4580 -0.61
C 5.1726 -0.7456 -2.9712 -0.80
C 4.0033 -1.4891 -2.8926 -0.60
C 2.8847 -0.9560 -2.2674 0.48
H -0.1501 4.3308 1.0524 0.13
H -1.2306 5.9670 2.0030 0.37
H -2.8354 7.8320 1.7848 0.39
H -3.2772 8.8108 -0.4263 0.40
H -2.0848 7.9694 -2.4121 0.39
H -0.4798 6.1030 -2.2214 0.47
H 4.1123 2.0721 -1.4075 0.56
H 6.1081 1.1257 -2.5356 0.45
H 6.0414 -1.1723 -3.4504 0.45
H 3.9614 -2.4892 -3.3069 0.49
H 1.9595 -1.5202 -2.2502 -0.18
```

E_LUMO (spin up / spin down): -0.213 / -0.213 hartree
F_max: 1.6 eV Å⁻¹
Charge: +2
ΔE to the lowest compared entry with this formula, charge and spin: 0.000 eV
2S+1: 3



Record 2
Molecular formula: C7H10NO2
Method: DFT, the ωB97M-V functional and the def2-TZVPD basis

Geometry as XYZ:
```
20
Properties=species:S:1:pos:R:3:mulliken_charge:R:1
H -2.5160 -0.1334 5.4558 0.13
C -3.5851 -0.5003 5.6845 -0.38
C -3.8206 -1.9813 6.0503 0.15
C -5.0444 -2.5384 6.3419 -0.83
H -3.9865 0.0227 6.5345 0.26
H -4.2197 -0.3619 4.8270 0.26
H -2.9048 -2.6678 6.0806 0.23
H -5.2222 -3.6011 6.6054 0.23
H -5.9964 -1.9698 6.3431 0.24
C 1.7014 0.6426 4.7146 -0.38
C 1.1702 2.0293 4.4609 -0.38
C -0.4343 1.8671 4.7243 0.28
O -1.1104 2.8659 4.6011 -0.44
N -0.7370 0.5881 5.0525 -0.35
C 0.3557 -0.2098 5.0817 0.28
O 0.5003 -1.3911 5.3181 -0.42
H 2.1284 0.2573 3.7604 0.27
H 2.3719 0.6796 5.6033 0.28
H 1.5985 2.7101 5.2315 0.27
H 1.3467 2.2856 3.3916 0.28
```

E_LUMO (spin up / spin down): 0.020 / -0.170 hartree
F_max: 2.4 eV Å⁻¹
Charge: 0
2S+1: 2



Record 3
Molecular formula: C5H7Cl2N
Method: DFT, the ωB97M-V functional and the def2-TZVPD basis

Geometry as XYZ:
```
15
Properties=species:S:1:pos:R:3:mulliken_charge:R:1
Cl 2.4073 -1.4045 -0.2775 -0.18
C 1.3387 -0.0087 -0.0737 0.82
Cl 2.3999 1.4692 -0.0051 -0.16
C 0.4611 -0.2101 1.3470 -1.05
C -1.0427 -0.5046 0.5168 -0.38
N -2.3121 0.0523 -0.3074 -0.56
C -0.8578 0.4637 -0.5543 0.34
C 0.2443 0.0186 -1.2150 -0.95
H 0.7471 -1.1840 1.8623 0.34
H 0.4137 0.6903 1.9545 0.35
H -0.8464 -1.4965 0.3442 0.26
H -2.7429 0.6996 0.2444 0.28
H -0.5853 1.4378 -0.0547 0.27
H 0.4385 0.8834 -2.0174 0.23
H -0.0633 -0.9065 -1.7641 0.40
```

E_LUMO: 0.024 hartree
F_max: 7.4 eV Å⁻¹
Charge: 0
ΔE to the lowest compared entry with this formula, charge and spin: 4.885 eV
2S+1: 1
SMILES string: ClC1(Cl)C[C@H]2N[C@@H]2C1



Record 4
Molecular formula: C16H31CuNOP2
Method: DFT, the ωB97M-V functional and the def2-TZVPD basis

Geometry as XYZ:
```
52
Properties=species:S:1:pos:R:3:mulliken_charge:R:1
P 0.4953 -2.1769 -1.6383 2.13
P -0.1079 2.1274 -1.3189 1.72
C -0.1672 -0.5842 -2.3650 1.42
C 0.6232 0.7252 -2.2099 -1.31
H -1.1894 -0.4402 -1.9581 0.63
H -0.2935 -0.8241 -3.4511 -2.21
H 1.5656 0.5068 -1.6754 0.65
H 0.8573 1.0871 -3.2296 -0.23
C -1.5459 2.7185 -2.2003 -1.26
H -1.9871 3.5518 -1.6224 0.44
H -2.2833 1.9091 -2.3379 0.29
H -1.2180 3.1009 -3.1832 0.32
C 1.0882 3.4351 -1.1588 -1.68
H 0.9573 4.1060 -2.0217 0.43
H 2.1090 3.0186 -1.1766 0.51
H 0.9096 4.0016 -0.2356 0.41
C -0.6612 -3.3759 -2.3251 -1.49
H -0.6168 -4.3176 -1.7718 0.50
H -0.4116 -3.5624 -3.3752 0.29
H -1.6752 -2.9718 -2.2721 0.37
C 2.1113 -2.7347 -2.2045 -1.82
H 2.8823 -1.9603 -2.1066 0.52
H 2.0671 -3.0532 -3.2558 0.38
H 2.4190 -3.6057 -1.6078 0.42
Cu -0.4067 -0.0369 -5.3836 -0.23
C 0.2719 1.6124 -6.2542 0.36
C -1.1220 1.5777 -6.2133 -0.10
C -2.0254 0.8997 -7.2096 -1.09
C -1.6659 -0.5722 -7.6335 -1.14
C -0.9094 -1.4198 -6.6380 -0.23
C 0.4770 -1.4279 -6.4285 -0.12
C 1.5030 -0.5417 -7.0840 -1.27
C 1.1150 0.9569 -7.3050 -1.32
C 0.3181 -2.0109 0.1382 -1.89
H 0.7935 2.3245 -5.6093 0.58
H -1.6114 2.2388 -5.4951 0.35
H -2.1515 1.5216 -8.1112 0.34
H -3.0171 0.8700 -6.7286 0.35
H -2.6461 -1.0526 -7.7477 0.36
H -1.2135 -0.5485 -8.6328 0.29
H -1.4871 -2.2243 -6.1488 0.41
H 0.8839 -2.2592 -5.8421 0.66
H 1.7585 -0.9424 -8.0744 0.36
H 2.4186 -0.5619 -6.4636 0.40
H 2.0728 1.4882 -7.3666 0.42
H 0.6413 1.0565 -8.2878 0.29
H 1.0966 -1.3709 0.5673 0.46
H 0.3912 -2.9955 0.6064 0.57
H -0.6561 -1.5745 0.3843 0.37
O 0.1291 1.4617 2.4205 -0.01
C -0.2293 1.4307 1.2939 -0.35
N -0.6565 1.4196 0.1506 -0.26
```

E_LUMO (spin up / spin down): 0.009 / 0.003 hartree
F_max: 2.5 eV Å⁻¹
Charge: 0
ΔE to the lowest compared entry with this formula, charge and spin: 4.777 eV
2S+1: 2



| no. | energy (eV) | M (g/mol) |
| --- | --- | --- |
| 1 | -90371.4127 | 792.8 |
| 2 | -13002.1865 | 140.2 |
| 3 | -31827.8668 | 152.0 |
| 4 | -83840.6181 | 378.9 |